No. 1
{"formula": "C4H2LaLiO2", "method": "ωB97M-V with the def2-TZVPD basis set", "total_energy_ha": -342.7682, "de_lowest_ev": 0.000, "fmax_ha_per_bohr": 0.077, "total_charge": 1, "multiplicity": 2, "species": ["O", "C", "C", "C", "C", "O", "La", "H", "H", "Li"], "xyz": [[-0.515514, 1.615558, -0.168803], [-0.235970, 0.778843, 0.937767], [0.551869, -0.274903, 0.618940], [0.826267, -0.711111, -0.775376], [0.849548, -1.743966, -1.511530], [0.486641, -2.728165, -2.120155], [-1.800612, 0.748743, 3.339961], [-1.135027, 2.306096, 0.070786], [0.783149, -0.980545, 1.426397], [0.189650, 0.989451, -1.817988]], "forces_ev_per_a": [[-0.2, 0.3, -0.5], [-1.3, 0.5, 2.3], [-0.1, -2.1, -1.8], [0.4, 2.3, 1.6], [-2.6, -2.9, -0.1], [1.8, 2.2, 0.6], [1.6, -0.2, -2.1], [0.1, 0.0, 0.0], [0.2, 0.3, -0.1], [0.2, -0.4, 0.2]], "lowdin_charge": [-0.22, -0.44, -0.25, -0.18, -0.31, 0.04, 1.46, 0.07, 0.08, 0.76]}

No. 2
{"formula": "C4H2LiO2", "method": "ωB97M-V with the def2-TZVPD basis set", "total_energy_ha": -311.2752, "de_lowest_ev": 1.611, "fmax_ha_per_bohr": 0.093, "total_charge": 1, "species": ["H", "O", "C", "C", "C", "H", "C", "O", "Li"], "xyz": [[1.725955, 0.216252, 1.791267], [-1.243762, 2.400616, -1.119153], [-1.035601, 1.625566, -0.311093], [-0.742654, 0.739354, 0.689347], [0.578298, 0.330973, 0.707809], [-1.520914, 0.536153, 1.431877], [1.256191, -0.763034, 1.107319], [1.884828, -1.686750, 0.595292], [2.583900, -2.558818, -0.844071]], "forces_ev_per_a": [[0.1, -1.2, 0.5], [0.0, -0.9, 0.3], [0.3, 1.2, 0.6], [-0.5, 1.2, 0.3], [-0.6, -3.3, -0.5], [0.1, -0.4, -0.6], [0.5, 4.4, -1.7], [0.3, -1.2, 0.6], [-0.2, 0.2, 0.5]], "lowdin_charge": [0.22, 0.31, -0.07, -0.07, 0.03, 0.14, -0.31, -0.14, 0.89]}

Please write out number 2 again, unchanged.
{"formula": "C4H2LiO2", "method": "ωB97M-V with the def2-TZVPD basis set", "total_energy_ha": -311.2752, "de_lowest_ev": 1.611, "fmax_ha_per_bohr": 0.093, "total_charge": 1, "species": ["H", "O", "C", "C", "C", "H", "C", "O", "Li"], "xyz": [[1.725955, 0.216252, 1.791267], [-1.243762, 2.400616, -1.119153], [-1.035601, 1.625566, -0.311093], [-0.742654, 0.739354, 0.689347], [0.578298, 0.330973, 0.707809], [-1.520914, 0.536153, 1.431877], [1.256191, -0.763034, 1.107319], [1.884828, -1.686750, 0.595292], [2.583900, -2.558818, -0.844071]], "forces_ev_per_a": [[0.1, -1.2, 0.5], [0.0, -0.9, 0.3], [0.3, 1.2, 0.6], [-0.5, 1.2, 0.3], [-0.6, -3.3, -0.5], [0.1, -0.4, -0.6], [0.5, 4.4, -1.7], [0.3, -1.2, 0.6], [-0.2, 0.2, 0.5]], "lowdin_charge": [0.22, 0.31, -0.07, -0.07, 0.03, 0.14, -0.31, -0.14, 0.89]}